{"formula": "C5H15N3", "method": "the ωB97M-V functional and the def2-TZVPD basis", "orbital_gap_ha": 0.4081, "charge": 2, "lumo_ev": -7.7, "species": ["C", "C", "C", "C", "C", "N", "N", "N", "H", "H", "H", "H", "H", "H", "H", "H", "H", "H", "H", "H", "H", "H", "H"], "xyz": [[0.707, -0.780, -0.103], [2.857, 0.164, 0.215], [0.956, 1.627, -0.279], [-2.346, 0.614, 0.611], [-1.143, -0.778, -0.936], [1.030, -2.003, 0.191], [1.439, 0.274, -0.217], [-2.188, -0.779, 0.103], [3.383, -0.359, -0.524], [2.843, -0.350, 1.080], [3.128, 1.088, 0.510], [0.207, 1.579, -1.006], [1.663, 2.223, -0.805], [0.749, 2.111, 0.692], [-3.489, 0.676, 0.824], [-1.649, 0.655, 1.423], [-2.140, 1.425, -0.103], [-1.055, -0.047, -1.692], [-1.141, -1.620, -1.561], [0.655, -2.791, -0.293], [2.041, -2.166, 0.431], [-2.125, -1.471, 0.774], [-3.110, -1.133, -0.282]]}

---

{"formula": "C12H17P", "method": "the ωB97M-V functional and the def2-TZVPD basis", "orbital_gap_ha": [0.2331, 0.3007], "lumo_ev": [-0.5, 0.0], "species": ["C", "C", "C", "C", "C", "C", "C", "C", "C", "C", "C", "C", "P", "H", "H", "H", "H", "H", "H", "H", "H", "H", "H", "H", "H", "H", "H", "H", "H", "H"], "xyz": [[-4.558, 0.080, -0.010], [-3.896, 1.287, 0.084], [-3.900, -1.100, -0.144], [-2.513, 1.305, 0.179], [-2.512, -1.101, -0.180], [-1.784, 0.102, 0.101], [1.005, 1.008, 0.938], [0.929, -0.564, -1.126], [2.410, 0.740, 0.557], [2.312, -0.495, -0.511], [2.917, 2.046, -0.173], [2.692, -1.770, 0.329], [-0.073, -0.296, 0.355], [-5.619, 0.176, -0.007], [-4.343, 2.226, 0.236], [-4.381, -1.930, -0.531], [-2.004, 2.157, 0.620], [-1.996, -1.976, -0.406], [0.940, 1.691, 1.791], [0.725, 0.174, -1.854], [0.574, -1.596, -1.382], [3.098, 0.502, 1.286], [3.019, -0.334, -1.304], [2.517, 2.160, -1.152], [4.061, 2.097, -0.107], [2.567, 2.810, 0.415], [2.076, -2.688, -0.112], [2.208, -1.802, 1.342], [3.826, -1.937, 0.361], [-0.297, -2.973, 0.409]]}

---

{"formula": "C27H35CsN2O7P3S", "method": "the ωB97M-V functional and the def2-TZVPD basis", "orbital_gap_ha": 0.1747, "charge": -1, "lumo_ev": 1.8, "species": ["Cs", "C", "C", "C", "C", "C", "C", "C", "P", "C", "C", "C", "C", "C", "C", "C", "C", "C", "C", "C", "C", "C", "C", "H", "H", "H", "H", "H", "H", "H", "H", "H", "H", "H", "H", "H", "H", "H", "H", "H", "H", "H", "H", "C", "C", "O", "P", "O", "O", "O", "P", "O", "O", "O", "H", "H", "H", "H", "H", "H", "H", "C", "N", "C", "C", "N", "C", "S", "H", "H", "H", "H", "H", "H", "H", "H"], "xyz": [[-0.566, -1.606, -0.656], [-2.337, -0.860, 3.894], [-1.498, 0.249, 4.467], [-1.328, 0.344, 5.844], [-0.572, 1.360, 6.414], [0.023, 2.306, 5.597], [-0.143, 2.227, 4.220], [-0.893, 1.210, 3.636], [-1.082, 1.042, 1.814], [0.080, 2.331, 1.201], [-0.422, 3.486, 0.602], [0.423, 4.405, -0.001], [1.791, 4.172, -0.018], [2.305, 3.027, 0.575], [1.467, 2.099, 1.194], [2.076, 0.874, 1.824], [-2.735, 1.658, 1.489], [-3.570, 2.133, 2.506], [-4.922, 2.339, 2.318], [-5.463, 2.031, 1.053], [-4.674, 1.603, 0.023], [-3.247, 1.459, 0.149], [-2.447, 1.154, -0.942], [-2.668, -1.541, 4.678], [-1.773, -1.430, 3.153], [-3.217, -0.460, 3.385], [-1.800, -0.396, 6.481], [-0.454, 1.409, 7.489], [0.611, 3.110, 6.022], [0.315, 2.977, 3.587], [-1.495, 3.641, 0.599], [0.011, 5.290, -0.470], [2.460, 4.871, -0.505], [3.367, 2.819, 0.526], [2.516, 1.109, 2.797], [2.854, 0.456, 1.182], [1.324, 0.103, 2.000], [-3.146, 2.315, 3.488], [-5.549, 2.696, 3.124], [-6.530, 2.140, 0.884], [-5.119, 1.391, -0.944], [-2.880, 1.041, -1.930], [-1.379, 1.329, -0.912], [3.575, 0.865, -4.260], [2.822, -0.275, -3.600], [3.498, -1.518, -3.878], [1.164, -0.525, -4.317], [1.418, -0.681, -5.890], [0.398, 0.865, -4.343], [0.438, -1.655, -3.706], [2.730, -0.091, -1.753], [1.287, 0.704, -1.630], [3.807, 0.780, -1.232], [2.515, -1.497, -1.273], [3.733, 0.655, -5.319], [4.533, 0.988, -3.757], [3.015, 1.796, -4.168], [3.361, -2.048, -3.073], [1.957, -1.465, -6.054], [0.242, 1.154, -3.427], [1.394, 1.515, -1.105], [1.631, -4.472, -0.253], [0.767, -4.634, -1.401], [1.321, -4.651, -2.750], [0.071, -4.821, -3.617], [-0.882, -5.363, -2.649], [-0.503, -5.074, -1.372], [-1.501, -5.207, -0.039], [2.168, -3.525, -0.330], [2.352, -5.294, -0.206], [1.017, -4.495, 0.646], [2.022, -5.488, -2.852], [1.830, -3.712, -2.959], [0.230, -5.510, -4.445], [-0.251, -3.851, -3.998], [-1.870, -5.383, -2.830]]}

---

no.,total energy (eV)
1,-9878.6287
2,-22002.6166
3,-85139.1261